C34H53CaN6O5S6Si | ωB97M-V with the def2-TZVPD basis set

Geometry as XYZ:
```
106
Properties=species:S:1:pos:R:3
Ca 0.6746 -0.4514 -0.3536
C -3.1024 -1.7351 -0.5609
N -1.9176 -1.6003 -1.3943
C -2.1185 -0.5209 -2.3633
C -1.5998 -2.8614 -2.0604
C -0.1342 -2.9499 -2.4460
N 0.6756 -3.0760 -1.2268
C 0.6106 -4.4087 -0.6633
C 2.0819 -2.7117 -1.4290
H -3.9743 -2.0874 -1.1398
H -3.3491 -0.7716 -0.1125
H -2.9163 -2.4449 0.2507
H -2.9365 -0.7601 -3.0650
H -1.2069 -0.3257 -2.9272
H -2.3795 0.3940 -1.8322
H -2.2398 -3.0160 -2.9441
H -1.8290 -3.6700 -1.3653
H 0.1666 -2.0324 -2.9585
H 0.0320 -3.7898 -3.1384
H 1.0129 -5.1603 -1.3626
H -0.4141 -4.6899 -0.4163
H 1.2006 -4.4405 0.2553
H 2.6111 -3.4124 -2.0896
H 2.5935 -2.6890 -0.4601
H 2.1348 -1.7147 -1.8769
O 0.2640 2.9564 -1.9787
C -0.7247 3.7202 -1.4921
C -0.8132 4.9959 -2.0582
C -1.7893 5.8812 -1.6557
C -2.7036 5.5101 -0.6715
C -2.6122 4.2494 -0.1109
C -1.6305 3.3252 -0.4937
C -1.5839 1.9591 0.1606
O -0.5889 1.1818 -0.1074
N -2.5778 1.7274 0.9732
N -2.5173 0.4997 1.6128
C -3.5030 0.3153 2.3978
S -4.7820 1.5324 2.6566
C -5.7545 0.5065 3.7932
C -4.8096 -0.4184 4.5320
S -3.7456 -1.1874 3.2947
H 0.2804 2.0863 -1.5338
H -0.0903 5.2590 -2.8236
H -1.8389 6.8661 -2.1075
H -3.4775 6.1970 -0.3486
H -3.3092 3.9429 0.6554
H -6.4901 -0.0663 3.2302
H -6.2710 1.1737 4.4842
H -5.3310 -1.2145 5.0651
H -4.1864 0.1393 5.2301
C 0.0362 1.0827 -5.0431
Si 1.4821 0.6855 -3.9083
C 2.4752 -0.6129 -4.8384
C 2.5348 2.2311 -3.8603
O 1.0479 0.1351 -2.4584
H 0.3945 1.5557 -5.9691
H -0.6524 1.7785 -4.5499
H -0.5308 0.1831 -5.3239
H 2.8529 -0.2123 -5.7884
H 1.8526 -1.4887 -5.0664
H 3.3366 -0.9641 -4.2524
H 2.9149 2.4674 -4.8643
H 3.3938 2.1529 -3.1811
H 1.9242 3.0718 -3.5120
C 0.2866 -1.7841 4.0342
S -0.5172 -2.0885 2.4831
C -0.6214 -3.8537 2.6832
O 0.5076 -1.8793 1.3821
H 1.2024 -2.3792 4.0704
H -0.4132 -2.0666 4.8265
H 0.5036 -0.7107 4.0716
H -1.2191 -4.0721 3.5717
H 0.3942 -4.2473 2.7755
H -1.1107 -4.2606 1.7967
O 2.3193 0.3091 0.5863
C 3.6343 0.7130 0.6378
C 4.5467 -0.2639 -0.1283
C 4.4965 -0.5302 -1.4622
C 5.4424 -1.5124 -1.8779
C 6.2048 -1.9671 -0.8412
S 5.7692 -1.2060 0.6247
C 3.7926 2.0976 0.0068
C 4.8651 2.6812 -0.6013
C 4.5959 4.0202 -1.0285
C 3.3193 4.4063 -0.7430
S 2.4479 3.1529 0.0175
C 4.0930 0.8142 2.1052
C 4.9042 1.7187 2.7251
C 5.0743 1.4507 4.1210
C 4.3809 0.3485 4.5237
S 3.5095 -0.3449 3.2295
H 3.7816 -0.0427 -2.1175
H 5.5456 -1.8590 -2.9002
H 6.9956 -2.7054 -0.8607
H 5.8118 2.1708 -0.7446
H 5.3116 4.6475 -1.5464
H 2.8336 5.3451 -0.9765
H 5.3601 2.5507 2.1983
H 5.6804 2.0555 4.7852
H 4.3190 -0.0738 5.5182
N 1.0993 2.6237 3.4934
N 0.5467 1.3769 3.0473
H 1.2210 3.2429 2.7002
H 2.0305 2.4182 3.8306
H 1.0259 1.0520 2.2087
H -0.4199 1.5356 2.7978
```

- 2S+1 = 1
- E_LUMO (eV) = 1.843
- total charge = -1
- largest force on an atom (eV/A) = 2.70
- HOMO level (eV) = -5.146
- orbital gap (eV) = 7.0

C9H26FN8O18P2 | ωB97M-V with the def2-TZVPD basis set

Geometry as XYZ:
```
64
Properties=species:S:1:pos:R:3
O -2.1501 -2.1014 6.1633
C -2.2769 -3.3024 5.8268
F -1.7220 -4.2802 6.7147
N -3.0035 -3.6474 4.5957
C -2.1551 -3.3527 3.3870
O -0.8923 -3.3261 3.4982
P -2.9676 -3.0727 1.6991
P -2.4623 -1.1842 0.7171
O -0.7994 -1.0494 0.3927
O -3.1031 0.1691 1.5381
H -3.1915 -4.6764 4.6035
H -4.4033 -3.0567 1.9088
H -2.6763 -4.1986 0.8514
H -0.6141 -0.1376 0.0214
H -2.5396 0.4002 2.3263
C -7.7643 -2.4585 3.3854
N -7.3707 -2.9889 2.0530
O -6.4436 -2.4311 1.4739
O -7.9999 -3.9416 1.6325
H -7.1217 -1.6147 3.6314
H -8.8054 -2.1441 3.3194
H -7.6391 -3.2631 4.1095
C -2.9649 0.6795 7.7900
N -3.6297 1.9202 8.2669
O -4.3989 2.4759 7.4968
O -3.3567 2.2922 9.3957
H -3.2996 0.4692 6.7759
H -1.8895 0.8526 7.8129
H -3.2501 -0.1268 8.4650
C -3.8822 -6.6207 -1.6793
N -3.3220 -5.4985 -0.8817
O -2.4875 -5.7785 -0.0197
O -3.7335 -4.3755 -1.1423
H -3.4294 -7.5516 -1.3418
H -4.9595 -6.6338 -1.5160
H -3.6424 -6.4318 -2.7254
C 1.1132 3.3243 -1.4439
N 0.7241 1.9723 -0.9650
O 1.6191 1.2065 -0.6548
O -0.4763 1.7242 -0.9166
H 2.1991 3.4019 -1.4343
H 0.7277 3.4378 -2.4569
H 0.6684 4.0534 -0.7669
C 4.5550 1.5342 -4.2300
N 3.8928 2.7772 -3.7573
O 3.1288 3.3367 -4.5303
O 4.1616 3.1508 -2.6259
H 4.2243 1.3242 -5.2458
H 5.6312 1.7043 -4.2024
H 4.2637 0.7294 -3.5554
C 4.7174 6.3756 -5.8531
N 5.4744 5.1143 -6.0629
O 6.3014 4.8079 -5.2155
O 5.2131 4.4759 -7.0685
H 5.0516 6.8354 -4.9246
H 4.9226 7.0271 -6.7020
H 3.6600 6.1184 -5.7976
C 9.3971 2.8149 -4.8003
N 9.0100 1.4617 -4.3223
O 9.9080 0.6971 -4.0145
O 7.8137 1.2156 -4.2733
H 10.4829 2.8926 -4.7919
H 9.0097 2.9292 -5.8121
H 8.9527 3.5427 -4.1220
```

- 2S+1 = 1
- E_LUMO (eV) = -4.367
- total charge = +1
- largest force on an atom (eV/A) = 5.86
- HOMO level (eV) = -12.505
- orbital gap (eV) = 8.1

C41H73F7N4O19S7 | ωB97M-V with the def2-TZVPD basis set

Geometry as XYZ:
```
151
Properties=species:S:1:pos:R:3
C 0.5960 -0.0725 5.0170
C -0.4699 -0.4513 6.0704
C -1.7438 -1.0959 5.4733
C -1.4865 -2.5869 5.1682
N -0.7533 -2.7157 3.8954
C -1.3882 -3.5329 2.8830
C -2.7636 -2.8707 2.5705
C -3.2991 -3.0569 1.1337
C -4.8138 -3.2140 1.0233
F -5.1692 -4.4041 0.5478
F -5.2879 -2.3199 0.1166
F -5.4835 -2.9904 2.1507
C -1.4680 -5.0230 3.3693
S -2.7697 -6.0735 2.5823
O -4.0543 -5.5798 2.9340
O -2.5414 -7.3716 3.0960
F -2.5079 -6.1336 1.0394
N -0.1649 -5.5281 3.0361
C 0.8724 -5.4767 4.0134
F 1.3374 -6.7000 4.2353
F 1.9059 -4.7554 3.5950
F 0.4637 -5.0094 5.1919
C 0.0774 -4.9314 1.7513
N 0.7472 -5.6026 0.8995
C 0.9968 -5.1118 -0.4420
C 2.4066 -4.5361 -0.5309
O 3.0353 -4.1945 0.4442
O 2.9434 -4.4590 -1.7527
C 1.3410 -7.0028 1.2024
O 2.5313 -6.9993 1.5184
O 0.5637 -7.9172 1.0964
N -0.5592 -3.7198 1.6721
C 0.1439 -2.5257 1.1724
C -0.4688 -2.0126 -0.1838
C 0.5702 -1.6735 -1.2789
O 0.3607 -0.3142 -1.6783
H 1.1625 -0.9830 4.7693
H 0.1573 0.2458 4.0750
H 1.3372 0.6418 5.3795
H -0.7276 0.4693 6.6123
H 0.0077 -1.1428 6.7746
H -2.5176 -1.0001 6.2457
H -2.0763 -0.5373 4.5955
H -0.8105 -2.9341 5.9570
H -2.3763 -3.2178 5.2353
H 0.2243 -2.9383 4.0184
H -3.4609 -3.2104 3.3361
H -2.6585 -1.7971 2.7352
H -3.0604 -2.1474 0.5849
H -2.8475 -3.8703 0.5691
H -1.7508 -5.1837 4.4066
H 0.2321 -4.4451 -0.8419
H 0.9945 -5.9963 -1.0898
H 3.8282 -4.0798 -1.6765
H 0.1211 -1.6810 1.8618
H 1.1933 -2.7529 0.9761
H -1.1230 -1.1720 0.0355
H -1.1209 -2.8178 -0.5256
H 0.3040 -2.2547 -2.1581
H 1.6073 -1.8511 -0.9828
H 0.1154 0.1979 -0.8946
C -3.3492 3.5744 1.8994
C -2.1413 4.3308 1.3390
C -0.9329 3.3879 1.4172
S -1.5919 1.7240 1.3129
O -1.3453 1.0459 2.5570
O -1.2179 1.1280 0.0484
C -3.3144 2.1950 1.2507
H -4.2834 4.0922 1.6864
H -3.2545 3.4779 2.9845
H -2.3349 4.5982 0.3028
H -1.9545 5.2546 1.8860
H -0.2368 3.5474 0.5963
H -0.4109 3.4795 2.3694
H -3.9158 1.4545 1.7743
H -3.6078 2.2437 0.2019
C 3.6831 -1.4677 -6.8648
C 3.6170 -2.9874 -6.6586
C 3.8949 -3.2587 -5.1746
S 3.3507 -1.7943 -4.2869
O 4.5023 -1.1642 -3.6865
O 2.1788 -2.1139 -3.5121
C 2.8704 -0.8575 -5.7307
H 3.2923 -1.1754 -7.8388
H 4.7163 -1.1300 -6.8011
H 2.6192 -3.3489 -6.9190
H 4.3298 -3.5134 -7.2928
H 3.3448 -4.1224 -4.8071
H 4.9589 -3.3880 -4.9826
H 3.0796 0.1976 -5.5700
H 1.8013 -1.0104 -5.8828
C -2.3906 -1.2148 -5.2578
C -3.8142 -1.1205 -4.6941
C -4.1936 -2.5103 -4.1671
S -2.6532 -3.3015 -3.6943
O -2.4300 -4.4341 -4.5555
O -2.5988 -3.4196 -2.2573
C -1.5775 -1.9674 -4.2099
H -1.9681 -0.2309 -5.4575
H -2.4018 -1.7751 -6.1962
H -3.8325 -0.3983 -3.8750
H -4.5251 -0.7799 -5.4462
H -4.8459 -2.4529 -3.2985
H -4.6581 -3.1210 -4.9392
H -0.6449 -2.3766 -4.5940
H -1.3802 -1.3402 -3.3380
C -0.3797 8.5628 -1.2354
C -1.6041 9.4134 -1.5969
C -2.6841 8.4620 -2.1275
S -2.3855 6.8767 -1.3397
O -2.0033 5.9226 -2.3479
O -3.4444 6.6050 -0.3985
C -0.9178 7.3748 -0.4445
H 0.3500 9.1285 -0.6579
H 0.1093 8.2130 -2.1473
H -1.9694 9.9233 -0.7029
H -1.3608 10.1785 -2.3326
H -3.6855 8.8016 -1.8748
H -2.6010 8.3201 -3.2035
H -0.2212 6.5407 -0.3888
H -1.2264 7.6749 0.5571
C -2.7045 5.2255 7.3024
C -1.2409 5.6248 7.5306
C -0.3937 4.3514 7.4126
S -1.2884 3.2556 6.3063
O -1.7136 2.0953 7.0524
O -0.5721 3.1392 5.0627
C -2.7029 4.3258 6.0707
H -3.3442 6.0954 7.1600
H -3.0752 4.6719 8.1679
H -0.9361 6.3423 6.7654
H -1.0991 6.1012 8.4996
H 0.5893 4.5528 6.9942
H -0.2917 3.8467 8.3716
H -3.6046 3.7252 5.9721
H -2.5335 4.9024 5.1609
C 7.5881 2.4717 -4.5931
C 8.7574 1.6711 -5.1798
C 8.1830 0.7457 -6.2592
S 6.7166 1.5655 -6.8934
O 5.5621 0.7704 -6.5515
O 6.9571 2.0087 -8.2419
C 6.7834 2.9704 -5.7894
H 7.9339 3.2978 -3.9731
H 6.9688 1.8196 -3.9727
H 9.4796 2.3566 -5.6286
H 9.2807 1.1012 -4.4134
H 8.8826 0.5883 -7.0764
H 7.8762 -0.2128 -5.8435
H 5.7738 3.2823 -5.5317
H 7.3039 3.7743 -6.3095
```

- 2S+1 = 1
- E_LUMO (eV) = -0.163
- largest force on an atom (eV/A) = 3.78
- HOMO level (eV) = -8.301
- orbital gap (eV) = 8.1

C30H67I2N4 | ωB97M-V with the def2-TZVPD basis set

Geometry as XYZ:
```
103
Properties=species:S:1:pos:R:3
C -1.6047 1.3568 1.1752
C -1.1213 0.9785 0.1119
C -0.4645 0.1387 -0.9910
C 0.9400 -0.3411 -0.5038
I 2.1996 -0.6755 -2.3096
C 0.9220 -1.6948 0.2967
C -0.1281 -1.7476 1.4688
I 2.9014 -1.8694 1.2820
H -2.2661 1.8716 1.8995
H -1.0982 -0.7826 -1.1800
H 1.4314 0.5114 0.0277
H 0.7614 -2.5642 -0.4032
H -0.1079 -2.8036 1.8743
H 0.1756 -1.0996 2.3423
H -1.1619 -1.4395 1.1733
C -1.5390 4.8618 5.3214
C -2.3859 5.2954 4.1317
N -3.4589 4.3675 3.8120
C -4.0793 4.6270 2.5187
C -4.8264 5.9507 2.3425
C -4.3801 4.0539 4.8937
C -5.1295 5.2149 5.5528
H -1.1421 3.8550 5.1753
H -0.6927 5.5423 5.4404
H -2.1054 4.8818 6.2553
H -1.7156 5.3646 3.2695
H -2.7634 6.3121 4.3160
H -4.7579 3.8034 2.2720
H -3.2954 4.5776 1.7553
H -5.7882 5.9423 2.8568
H -5.0370 6.1136 1.2813
H -4.2476 6.8070 2.6931
H -3.8227 3.5256 5.6740
H -5.1102 3.3171 4.5434
H -4.4781 6.0636 5.7700
H -5.5543 4.8821 6.5042
H -5.9606 5.5620 4.9395
C 5.2301 -4.5973 5.1017
C 5.6500 -4.5644 3.6377
N 6.8158 -3.7312 3.3843
C 7.0399 -3.4705 1.9672
C 7.3783 -4.6613 1.0686
C 8.0078 -4.0426 4.1580
C 8.5803 -5.4583 4.0492
H 5.0689 -3.5882 5.4873
H 4.2935 -5.1498 5.2051
H 5.9726 -5.0964 5.7291
H 4.8041 -4.1635 3.0708
H 5.7990 -5.5964 3.2878
H 7.8243 -2.7139 1.8596
H 6.1382 -2.9947 1.5698
H 8.4045 -5.0007 1.2161
H 7.2916 -4.3639 0.0197
H 6.7038 -5.5050 1.2231
H 7.7905 -3.8466 5.2132
H 8.7962 -3.3240 3.9108
H 7.8084 -6.2275 4.1130
H 9.2798 -5.6337 4.8718
H 9.1379 -5.6007 3.1241
C -5.2593 1.2731 -0.6586
C -6.1965 2.0473 -1.5760
N -7.6048 1.9098 -1.2262
C -8.5068 2.4086 -2.2551
C -8.4687 3.9049 -2.5728
C -7.9563 2.2610 0.1404
C -7.6193 3.6737 0.6193
H -5.5360 0.2174 -0.6112
H -4.2368 1.3347 -1.0367
H -5.2542 1.6784 0.3555
H -6.0481 1.6596 -2.5889
H -5.8807 3.1001 -1.5958
H -9.5346 2.1285 -1.9989
H -8.2922 1.8620 -3.1803
H -8.9538 4.4956 -1.7951
H -9.0149 4.0963 -3.5016
H -7.4520 4.2753 -2.7123
H -7.4642 1.5515 0.8129
H -9.0249 2.0788 0.2983
H -6.6113 3.9808 0.3343
H -7.6716 3.7099 1.7115
H -8.3281 4.4117 0.2441
C 2.9109 -3.8101 -4.7691
C 2.9506 -2.7256 -5.8380
N 4.2921 -2.2450 -6.1360
C 4.3032 -1.0262 -6.9334
C 3.7382 -1.0980 -8.3538
C 5.2631 -3.2548 -6.5269
C 4.9407 -4.1213 -7.7474
H 3.4068 -3.4797 -3.8542
H 1.8740 -4.0466 -4.5211
H 3.3833 -4.7359 -5.1082
H 2.3530 -1.8887 -5.4634
H 2.4390 -3.0965 -6.7386
H 5.3258 -0.6363 -6.9799
H 3.7399 -0.2638 -6.3846
H 4.4213 -1.6060 -9.0357
H 3.5980 -0.0852 -8.7437
H 2.7686 -1.5971 -8.3917
H 5.4244 -3.9210 -5.6733
H 6.2372 -2.7785 -6.6806
H 3.9125 -4.4876 -7.7400
H 5.5957 -4.9974 -7.7567
H 5.1134 -3.5873 -8.6816
```

- 2S+1 = 1
- E_LUMO (eV) = 2.449
- total charge = -1
- largest force on an atom (eV/A) = 2.98
- HOMO level (eV) = -2.814
- orbital gap (eV) = 5.3

C26H17AsBF16NO8SV | ωB97M-V with the def2-TZVPD basis set

Geometry as XYZ:
```
72
Properties=species:S:1:pos:R:3
V -0.7060 0.1638 0.5895
C 0.1893 -2.3651 -5.4669
C 0.4217 -1.6112 -4.1844
C 1.4234 -1.9960 -3.2948
C 1.5683 -1.3351 -2.0942
C 0.7611 -0.2535 -1.7331
N 0.9191 0.3551 -0.4703
C 2.0841 1.0186 -0.1692
C 3.0739 1.1916 -1.1602
C 4.2417 1.8882 -0.9321
C 4.5067 2.4687 0.2995
C 5.7719 3.2392 0.5702
C 3.5390 2.3134 1.2801
C 2.3531 1.6124 1.0901
C 1.3650 1.5314 2.2560
O 0.1900 0.9181 1.9463
C 1.9754 0.6827 3.4138
F 2.1511 -0.5707 2.9986
F 3.1818 1.1275 3.8407
F 1.1786 0.6636 4.4843
C 0.9873 2.9519 2.7797
F -0.1014 2.9241 3.5382
F 1.9716 3.5135 3.5308
F 0.7577 3.7867 1.7613
C -0.2444 0.1272 -2.6251
C -0.3973 -0.5557 -3.8311
C -1.2765 2.1453 -1.4969
O -1.2353 1.8888 -0.2003
C -2.6992 2.7002 -1.8388
F -3.6204 1.7515 -1.6545
F -2.8055 3.1130 -3.1227
F -3.0328 3.7346 -1.0605
C -0.1826 3.2230 -1.9123
F 0.7850 3.3160 -1.0108
F -0.7127 4.4603 -2.0409
F 0.3918 2.9359 -3.0963
H 1.1264 -2.7476 -5.8756
H -0.2791 -1.7298 -6.2199
H -0.4716 -3.2191 -5.2978
H 2.0607 -2.8420 -3.5262
H 2.3098 -1.6568 -1.3732
H 2.8947 0.7882 -2.1456
H 4.9570 1.9913 -1.7430
H 6.4051 3.2677 -0.3185
H 6.3545 2.7886 1.3782
H 5.5602 4.2716 0.8605
H 3.7183 2.7698 2.2441
H -1.2086 -0.2413 -4.4767
O -2.9845 -2.5160 -1.9709
As -3.4669 -1.4901 -0.6062
O -1.2185 1.0724 -2.4346
O -1.9145 -0.6919 -0.3388
C -3.3104 -2.7785 0.8802
C -4.5327 -3.0739 1.4702
C -4.6227 -3.8978 2.5832
C -3.4696 -4.4234 3.1357
C -2.2357 -4.1409 2.5658
C -2.1537 -3.3323 1.4433
S -0.5158 -3.0813 0.7650
O 0.3420 -4.0669 1.3754
O -0.6538 -3.2043 -0.6768
O -0.1261 -1.7141 1.2097
H -2.1205 -2.9098 -1.7314
H -5.4338 -2.6202 1.0690
H -5.5874 -4.0998 3.0328
H -3.5223 -5.0448 4.0216
H -1.3213 -4.5416 2.9797
F -1.6679 -0.8378 3.8527
B -2.6688 0.0010 3.3955
F -2.3581 0.3794 2.0018
F -3.9009 -0.6587 3.3501
F -2.7585 1.1722 4.1370
```

- <S²> = 0.758
- 2S+1 = 2
- E_LUMO (spin up / spin down) (eV) = 4.426 / 4.427
- total charge = -2
- largest force on an atom (eV/A) = 0.62
- HOMO level (spin up / spin down) (eV) = -2.438 / -2.598
- orbital gap (spin up / spin down) (eV) = 6.9 / 7.0